Density functional theory data (ωB97M-V/def2-TZVPD) for C37H51BF2N5OPPtS2 as an isolated structure in a non-equilibrium geometry.

Results
Strongest force on any atom in eV/A: 1.39
Multiplicity: 3
Orbital gap (spin up / spin down) in Ha: 0.252 / 0.251
Molecular weight in g/mol: 920.8
E in eV: -89015.8031
Highest occupied orbital energy (spin up / spin down) in Ha: -0.2316 / -0.2690

```
101
Properties=species:S:1:pos:R:3:nbo_charge:R:1
Pt 0.71746 -1.99124 0.49862 0.899
F -2.99455 -2.81673 -3.35634 -0.333
C -2.08244 -3.38091 -2.52911 0.419
C -1.37562 -2.58589 -1.65043 -0.300
C -0.39080 -3.13241 -0.83700 -0.267
C -0.18503 -4.53881 -0.85505 -0.193
C -0.95958 -5.30160 -1.73442 0.427
F -0.85052 -6.65503 -1.77859 -0.337
C -1.89059 -4.74973 -2.58953 -0.393
C 0.81017 -5.09311 0.06079 0.196
C 1.24050 -6.42481 0.07841 -0.249
C 2.14862 -6.83913 1.03189 -0.173
C 2.67981 -5.90925 1.91533 -0.218
C 2.24947 -4.60089 1.81142 0.042
N 1.32211 -4.21898 0.94994 -0.471
H -1.58514 -1.53094 -1.60431 0.214
H -2.44857 -5.37388 -3.26906 0.240
H 0.86936 -7.13299 -0.63800 0.239
H 2.44934 -7.87515 1.07343 0.216
H 3.40220 -6.19481 2.66296 0.213
H 2.65773 -3.82848 2.44849 0.232
C -1.93849 -4.52346 2.17541 -0.410
N -0.89555 -4.07098 3.05119 -0.352
C -0.15674 -4.82973 3.91135 -0.082
C 0.72767 -3.99251 4.51130 -0.048
N 0.54599 -2.73348 4.02512 -0.481
B 1.32610 -1.52611 4.62245 0.193
N 1.35798 -0.26558 3.71393 -0.492
C 1.03340 0.96814 4.20478 -0.031
C 1.60700 1.92026 3.43083 -0.113
N 2.28056 1.26620 2.43254 -0.365
C 3.14062 1.85597 1.44941 -0.410
C 2.09727 -0.06752 2.60982 0.296
S 2.83032 -1.21273 1.59310 -0.334
C -0.43229 -2.79370 3.11988 0.269
S -1.12315 -1.52409 2.21435 -0.233
H -1.95865 -5.61152 2.17324 0.211
H -1.74747 -4.15546 1.16478 0.244
H -2.90622 -4.13698 2.50221 0.217
H -0.30311 -5.88593 4.01477 0.226
H 1.47226 -4.19524 5.25054 0.231
H 0.77131 -1.21952 5.63260 -0.049
H 2.45124 -1.88722 4.78751 -0.043
H 0.41249 1.07773 5.06976 0.233
H 1.61083 2.98890 3.51083 0.222
H 2.89316 2.91222 1.33926 0.204
H 3.00956 1.33340 0.49918 0.241
H 4.18821 1.75851 1.74732 0.216
O 0.19377 0.20381 -0.62670 -1.168
P -0.32113 1.54616 -0.98837 1.996
C -1.90261 1.28677 -1.96587 -0.566
C -1.67583 0.55287 -3.28850 -0.413
C -1.40648 1.48930 -4.46025 -0.391
C -2.51364 2.52761 -4.59667 -0.404
C -2.62274 3.33837 -3.31119 -0.393
C -2.90684 2.42486 -2.12514 -0.400
C 1.14037 2.46337 -1.72549 -0.562
C 1.92629 1.44568 -2.57002 -0.401
C 2.86839 2.13509 -3.55958 -0.392
C 3.44806 3.40283 -2.94266 -0.406
C 2.33672 4.43517 -2.71319 -0.397
C 0.96650 3.77574 -2.47497 -0.406
C -0.76609 2.43078 0.58940 -0.574
C -0.95520 3.94976 0.53616 -0.407
C -1.90832 4.42827 1.63826 -0.398
C -1.70438 3.62364 2.91657 -0.403
C -2.10171 2.15709 2.69968 -0.405
C -1.96746 1.74392 1.23144 -0.413
H -2.34150 0.56026 -1.26289 0.255
H -2.56808 -0.03901 -3.51139 0.217
H -0.84171 -0.14359 -3.17859 0.229
H -1.33000 0.89869 -5.37573 0.214
H -0.45241 1.99663 -4.31255 0.186
H -3.46218 2.02249 -4.78960 0.196
H -2.30854 3.18943 -5.44060 0.207
H -3.42788 4.07214 -3.39558 0.210
H -1.69444 3.88461 -3.14197 0.193
H -3.88989 1.96599 -2.27054 0.208
H -2.96173 3.01906 -1.21358 0.208
H 1.71537 2.68951 -0.81765 0.227
H 1.23920 0.79801 -3.11681 0.211
H 2.49534 0.79707 -1.90251 0.226
H 2.32826 2.39867 -4.47124 0.190
H 3.66870 1.44913 -3.84211 0.216
H 4.21727 3.82375 -3.59303 0.213
H 3.92753 3.14969 -1.99537 0.192
H 2.25563 5.08533 -3.58628 0.205
H 2.60008 5.06696 -1.86268 0.200
H 0.48958 3.59194 -3.43667 0.200
H 0.33585 4.46355 -1.91161 0.216
H 0.10526 2.19114 1.21386 0.242
H -1.34951 4.26249 -0.43174 0.203
H 0.01280 4.43987 0.66670 0.202
H -2.94348 4.31639 1.31351 0.195
H -1.73965 5.49044 1.82571 0.211
H -2.29675 4.05674 3.72534 0.212
H -0.65621 3.68873 3.21248 0.189
H -3.13488 2.00306 3.01234 0.206
H -1.47437 1.51050 3.31311 0.222
H -2.87956 2.00281 0.69578 0.196
H -1.84401 0.66166 1.17206 0.243
```


Density functional theory data (ωB97M-V/def2-TZVPD) for C37H51BrN2P2PbS as an isolated structure in a non-equilibrium geometry.

Results
Strongest force on any atom in eV/A: 3.00
Charge: +4
Orbital gap (spin up / spin down) in Ha: 0.130 / 0.165
Molecular weight in g/mol: 904.9
E in eV: -146835.4538
Highest occupied orbital energy (spin up / spin down) in Ha: -0.6300 / -0.6300

```
95
Properties=species:S:1:pos:R:3:mulliken_charge:R:1
N -6.28689 4.95986 -5.48603 -0.408
C -6.12876 5.53310 -4.29164 -0.381
C -5.09316 5.19218 -3.41440 -0.450
C -4.21220 4.13581 -3.77325 0.030
C -4.42751 3.53630 -5.04521 -0.413
C -5.48420 3.96147 -5.83410 -0.419
C -3.13836 3.66386 -2.92589 -0.014
Pb -0.82896 3.32771 -1.39752 1.072
P 5.06324 -0.30494 -1.06446 0.281
C -2.02639 2.93398 -3.43393 -0.727
C -1.68684 1.55932 -2.99638 1.119
C -0.70028 0.77050 -3.67724 -1.540
C -0.33402 -0.44444 -3.15759 -0.370
C -0.89172 -0.97117 -1.95667 -0.111
C -1.80500 -0.13283 -1.24711 -0.918
C -2.22810 1.08442 -1.74967 -0.348
Br 1.46989 -0.52960 -1.04706 0.222
H -3.18831 3.96213 -1.87232 0.384
H -1.62606 3.27080 -4.39207 0.836
H -4.97904 5.71111 -2.46651 0.403
H -3.79579 2.73149 -5.38913 0.452
H -6.83998 6.32563 -4.02740 0.397
H -5.65126 3.48379 -6.79394 0.391
H -0.32098 1.14586 -4.64377 0.570
H -3.04248 1.63010 -1.24336 0.269
H 0.42077 -1.01080 -3.68314 0.619
H -2.10744 -0.38924 -0.22103 0.991
P -1.05926 -2.78762 -1.83638 0.561
C 4.40942 1.32914 -0.71805 -0.085
C 5.51610 2.31478 -1.05308 -1.358
H 4.15546 1.33758 0.34788 0.396
H 3.48467 1.44458 -1.28623 0.139
H 5.25841 3.32483 -0.74695 0.380
H 6.42977 2.02414 -0.52940 0.415
H 5.74429 2.31006 -2.11978 0.382
C 4.30708 -0.90953 -2.59343 0.835
C 5.17422 -2.01180 -3.18397 -1.380
H 4.15568 -0.07563 -3.28557 0.509
H 3.29115 -1.27556 -2.30770 -0.908
H 4.88622 -2.24525 -4.20815 0.398
H 6.22240 -1.70459 -3.19661 0.421
H 5.11326 -2.93071 -2.59794 0.347
C 4.29037 -1.36891 0.17570 0.109
C 5.12460 -1.67329 1.40420 -1.430
H 3.99728 -2.29431 -0.32985 0.414
H 3.34741 -0.84947 0.42393 -0.093
H 4.54597 -2.28665 2.09878 0.403
H 6.01549 -2.23556 1.12318 0.400
H 5.44413 -0.77060 1.92614 0.359
C -0.78624 -3.49312 -0.16442 -0.405
C -1.75123 -4.59862 0.22963 -1.141
H -0.82153 -2.61646 0.49842 0.301
H 0.25326 -3.86938 -0.18100 0.613
H -2.53251 -4.22518 0.92492 0.358
H -2.25054 -5.06437 -0.64687 0.263
H -1.23017 -5.40395 0.76960 0.394
C 0.02900 -3.64513 -2.99204 -0.615
C -0.31062 -3.51929 -4.47492 -1.196
H 0.03599 -4.70146 -2.69063 0.530
H 1.02351 -3.23452 -2.76345 0.363
H -1.27444 -3.98450 -4.71350 0.372
H -0.33036 -2.48838 -4.82736 0.304
H 0.44635 -4.06183 -5.05556 0.449
C -2.78042 -3.04690 -2.36092 -0.846
C -3.84888 -2.64764 -1.34126 -1.191
H -2.87417 -4.10330 -2.69062 0.646
H -2.87016 -2.43326 -3.27603 0.555
H -4.43957 -1.80342 -1.73476 0.318
H -4.53032 -3.49036 -1.14786 0.325
H -3.42564 -2.32790 -0.37924 0.267
N -0.86230 1.98674 1.05473 -0.154
S -1.55233 1.86773 2.48729 0.126
C -1.41503 0.31934 3.42172 0.540
C -2.57395 -0.34707 3.85908 -0.478
C -2.46982 -1.34428 4.82553 -0.726
C -1.20489 -1.73491 5.30784 -0.526
C -0.04332 -1.14626 4.76604 -0.807
C -0.15176 -0.14147 3.81110 -0.250
C -0.64248 2.98474 3.62693 0.730
C -0.14328 4.16383 3.08353 -0.585
C 0.65505 5.01576 3.86778 -0.518
C 0.87788 4.73278 5.21734 -0.508
C 0.36741 3.54899 5.75752 -0.614
C -0.45902 2.70901 4.99988 -0.221
H -0.28277 1.16267 0.85653 -0.150
H -3.54157 -0.07265 3.46574 0.513
H -3.35727 -1.81761 5.25078 0.460
H -1.10823 -2.50181 6.07598 0.475
H 0.94170 -1.45056 5.12873 0.484
H 0.72300 0.32323 3.38733 0.579
H -0.34933 4.36720 2.04211 0.177
H 1.10222 5.88908 3.40480 0.389
H 1.43324 5.42845 5.85527 0.405
H 0.62517 3.24850 6.77139 0.398
H -0.90399 1.81790 5.45996 0.450
```


Density functional theory data (ωB97M-V/def2-TZVPD) for C37H51CdN4OP2 as an isolated structure in a non-equilibrium geometry.

Results
Strongest force on any atom in eV/A: 9.29
Charge: +1
Orbital gap in Ha: 0.180
Molecular weight in g/mol: 742.2
E in eV: -70337.2324
Highest occupied orbital energy in Ha: -0.3078

```
96
Properties=species:S:1:pos:R:3:mulliken_charge:R:1
C 1.86501 -1.93202 -1.17054 -0.143
C 1.56034 0.22541 -2.04215 -0.774
C 2.81684 -2.26758 -2.14294 -1.009
C 2.50829 -0.08479 -3.09639 -0.915
C 3.11243 -1.32172 -3.11824 -0.817
H 3.27538 -3.25513 -2.10303 0.521
H 2.67809 0.66311 -3.92027 0.425
H 3.78051 -1.59297 -3.93798 0.417
N 1.35706 -0.71893 -1.01584 1.057
P -0.20999 -2.69981 0.65509 -0.017
P 0.87862 2.31115 -0.23032 1.051
C 1.40844 -3.00871 -0.19060 -1.445
H 1.37083 -3.97296 -0.70745 0.623
H 2.15969 -3.09315 0.60149 0.763
C 1.20704 1.60635 -1.72566 -0.788
H 1.01173 2.25822 -2.63137 0.265
C -0.40269 3.77094 -0.29744 2.263
C 2.67558 3.10589 -0.20687 1.346
C -1.46084 -3.44488 -0.58701 1.896
C -0.09322 -3.59174 2.27937 2.113
C -1.72495 3.37575 0.37095 -1.546
H -1.57859 3.08718 1.41704 0.166
H -2.36643 4.26448 0.35832 0.598
H -2.24697 2.57295 -0.13623 0.118
C 0.08911 4.98488 0.51092 -1.947
H 0.27896 4.69914 1.55996 0.242
H 0.97522 5.47937 0.08946 0.293
H -0.72199 5.73578 0.52743 0.583
C -0.60920 4.08045 -1.76944 -1.915
H -1.37819 4.85876 -1.85710 0.565
H 0.30083 4.43315 -2.26761 0.149
H -0.97668 3.19432 -2.29480 0.370
C 2.94284 3.65483 1.18986 -1.538
H 2.81141 2.86716 1.92877 0.121
H 3.97257 4.01675 1.25126 0.502
H 2.28469 4.47734 1.44242 0.318
C 3.68288 1.94579 -0.45884 -1.458
H 3.47447 1.11257 0.23224 0.105
H 3.64278 1.57769 -1.49963 0.245
H 4.71339 2.30606 -0.27066 0.642
C 2.87039 4.16845 -1.33363 -1.031
H 2.56224 3.73228 -2.35413 0.059
H 2.27892 5.12486 -1.09613 0.181
H 4.00306 4.41825 -1.36241 0.425
C -1.51311 -3.77790 2.87721 -1.406
H -1.43519 -4.27094 3.86724 0.500
H -2.02254 -2.81227 3.03423 -0.116
H -2.14725 -4.42075 2.24249 0.339
C 0.75163 -2.77802 3.28887 -1.634
H 1.78041 -2.66735 2.94456 0.283
H 0.32998 -1.78719 3.46966 0.101
H 0.77222 -3.30137 4.25504 0.600
C 0.55701 -4.97318 2.11530 -1.758
H 0.58484 -5.46411 3.10071 0.535
H -0.00917 -5.61951 1.43455 0.308
H 1.58361 -4.88225 1.74744 0.346
C -1.10965 -2.93415 -2.01798 -2.037
H -1.80798 -3.40815 -2.69489 0.686
H -1.20546 -1.85802 -2.10361 0.218
H -0.11097 -3.24224 -2.30814 0.338
C -2.87175 -2.97199 -0.19849 -1.436
H -2.98391 -1.88340 -0.28198 0.072
H -3.57152 -3.45019 -0.89134 0.526
H -3.15422 -3.27503 0.81492 0.273
C -1.39675 -4.97077 -0.60319 -1.846
H -0.38993 -5.35600 -0.77943 0.332
H -1.81641 -5.43206 0.29069 0.358
H -2.01421 -5.29717 -1.44235 0.541
Cd -0.42969 -0.17237 0.80232 3.781
C 1.54506 0.41694 1.68759 -0.392
O 2.32889 0.26209 2.60039 -0.387
N -1.70913 0.35407 -0.81800 -1.196
C -1.75174 0.70888 -1.98930 0.824
C -2.08177 0.98085 -3.30586 0.504
C -3.42663 0.76332 -3.64287 -0.755
C -1.10389 1.24062 -4.31608 0.308
C -3.79427 0.83225 -4.97874 -0.652
H -4.13232 0.52617 -2.81621 0.405
C -1.53546 1.30310 -5.64813 -0.958
H -0.04340 1.36378 -4.04736 0.270
C -2.87280 1.09512 -6.00076 -0.487
H -4.84269 0.67668 -5.24119 0.383
H -0.78915 1.52276 -6.42745 0.414
H -3.19072 1.13274 -7.05216 0.411
N -0.38058 -0.29503 8.37666 -0.428
C -0.48709 0.07522 7.26727 -0.264
C -0.70757 0.37176 5.89216 0.586
C -1.63800 -0.39665 5.20574 -0.291
C -1.72564 -0.34667 3.82262 -0.955
N -0.90885 0.48482 3.14353 -0.341
C -0.11556 1.35848 3.78172 -0.215
C -0.03749 1.36294 5.16875 -0.779
H -2.29385 -1.07538 5.77229 0.495
H -2.45737 -0.99350 3.24542 0.617
H 0.44992 2.03318 3.12470 0.310
H 0.55218 2.12286 5.64161 0.585
```


- Which formula does entry 1 have?
  C37H51BF2N5OPPtS2